197
Properties=species:S:1:pos:R:3:lowdin_charge:R:1 method="wB97M-V/def2-TZVPD" fmax_ev_per_a=3.14 total_charge=0 homo_ha=-0.305 lumo_energy_ev=0.3 smiles="CN(C)P(=O)(N(C)C)N(C)C.CN(C)P(=O)(N(C)C)N(C)C.CN(C)P(=O)(N(C)C)N(C)C.CN(C)P(=O)(N(C)C)N(C)C.CN(C)P(=O)(N(C)C)N(C)C.CC(C)=O.CC(C)=O.BrCCBr.BrCCBr.BrCCBr.BrCCBr" total_energy_ha=-25394.40290 orbital_gap_ev=8.6
Br 18.04 7.49 15.66 0.589
C 19.29 8.85 14.99 -0.713
C 19.64 8.58 13.57 -0.673
Br 18.17 9.09 12.34 0.557
H 20.19 8.70 15.64 0.044
H 18.81 9.86 15.19 0.010
H 19.86 7.50 13.43 0.067
H 20.39 9.27 13.21 0.032
Br 17.48 16.01 18.26 0.692
C 18.31 14.40 17.58 -0.706
C 18.42 13.48 18.76 -0.640
Br 19.54 11.95 18.22 0.621
H 19.29 14.71 17.23 -0.027
H 17.59 14.00 16.91 0.008
H 17.51 12.93 19.05 0.052
H 18.99 13.86 19.58 0.023
Br 22.47 19.45 18.61 0.639
C 22.08 18.60 16.90 -0.640
C 20.95 17.62 17.06 -0.615
Br 21.38 16.10 18.24 0.687
H 23.04 18.20 16.63 0.036
H 21.77 19.38 16.21 0.067
H 20.61 17.13 16.13 0.057
H 20.07 18.02 17.54 0.023
Br 19.62 12.54 14.31 0.695
C 21.16 13.71 13.95 -0.658
C 21.58 14.24 15.27 -0.738
Br 23.33 15.05 15.04 0.679
H 20.84 14.49 13.25 0.026
H 22.03 13.12 13.57 0.054
H 21.74 13.47 16.03 0.033
H 20.91 15.04 15.58 -0.002
O 19.50 20.39 23.48 -0.278
P 18.75 19.52 22.56 0.515
N 17.38 19.10 23.40 -0.315
C 17.43 19.15 24.90 -0.060
C 16.22 18.52 22.87 -0.176
N 19.52 18.10 22.19 -0.306
C 18.87 17.03 21.48 -0.126
C 20.95 18.12 22.18 -0.123
N 18.19 20.04 21.07 -0.305
C 17.17 21.05 21.13 -0.113
C 18.80 19.90 19.82 -0.132
H 16.41 19.32 25.21 0.066
H 18.08 19.97 25.17 0.061
H 17.75 18.17 25.35 0.094
H 16.32 18.46 21.78 0.066
H 15.33 19.07 23.13 0.080
H 16.10 17.46 23.18 0.096
H 17.83 17.28 21.40 0.041
H 19.34 16.87 20.48 0.033
H 18.94 16.09 22.01 0.082
H 21.30 17.37 22.92 0.085
H 21.32 17.79 21.19 0.047
H 21.33 19.11 22.38 0.071
H 16.61 20.98 22.06 0.076
H 17.63 22.04 21.13 0.088
H 16.47 20.96 20.32 0.084
H 18.92 20.86 19.32 0.092
H 18.26 19.20 19.12 0.089
H 19.77 19.49 19.95 0.021
O 19.78 16.55 13.35 -0.295
P 18.84 16.41 12.20 0.469
N 19.11 17.64 11.21 -0.295
C 18.57 17.80 9.88 -0.133
C 19.39 18.99 11.76 -0.085
N 17.33 16.19 12.74 -0.287
C 16.31 16.28 11.78 -0.116
C 17.09 16.23 14.14 -0.092
N 19.09 15.14 11.15 -0.304
C 18.45 13.87 11.09 -0.126
C 20.37 15.21 10.47 -0.113
H 19.31 18.44 9.38 0.091
H 17.55 18.24 9.79 0.091
H 18.54 16.85 9.36 0.065
H 19.62 18.96 12.85 0.076
H 18.51 19.63 11.68 0.079
H 20.27 19.51 11.29 0.099
H 15.91 15.29 11.55 0.082
H 15.52 16.97 12.03 0.084
H 16.68 16.60 10.82 0.054
H 16.08 16.48 14.44 0.075
H 17.42 15.35 14.66 0.058
H 17.70 17.00 14.62 0.077
H 19.08 13.13 11.53 0.022
H 17.54 13.85 11.73 0.085
H 18.22 13.60 10.05 0.099
H 20.18 15.56 9.46 0.076
H 20.96 14.29 10.50 0.090
H 20.95 16.00 10.98 0.086
O 22.17 10.96 22.15 -0.291
P 22.98 12.17 22.33 0.521
N 22.75 12.78 23.89 -0.316
C 21.77 12.20 24.82 -0.100
C 23.56 13.86 24.42 -0.128
N 22.80 13.44 21.26 -0.288
C 23.28 13.36 19.87 -0.115
C 22.06 14.66 21.58 -0.107
N 24.60 11.82 22.07 -0.304
C 25.18 10.56 22.48 -0.114
C 25.63 12.81 21.79 -0.125
H 22.27 11.68 25.65 0.084
H 21.13 11.53 24.23 0.065
H 21.12 13.02 25.21 0.090
H 24.23 13.61 25.24 0.084
H 22.92 14.67 24.75 0.074
H 24.21 14.28 23.63 0.073
H 23.82 12.46 19.69 0.053
H 22.38 13.36 19.26 0.044
H 23.83 14.19 19.56 0.059
H 22.01 14.72 22.69 0.068
H 22.60 15.52 21.21 0.070
H 21.08 14.57 21.13 0.064
H 25.96 10.22 21.76 0.079
H 25.66 10.53 23.46 0.080
H 24.30 9.92 22.47 0.069
H 26.50 12.36 21.27 0.088
H 26.02 13.29 22.69 0.069
H 25.22 13.63 21.19 0.064
O 25.94 8.41 15.45 -0.276
P 25.33 9.57 16.08 0.496
N 25.39 11.05 15.34 -0.293
C 24.53 11.46 14.27 -0.148
C 26.66 11.73 15.17 -0.091
N 25.93 9.75 17.63 -0.269
C 27.01 8.86 18.08 -0.091
C 25.98 11.01 18.34 -0.146
N 23.69 9.25 16.16 -0.299
C 23.30 7.87 16.41 -0.107
C 22.87 10.26 16.87 -0.119
H 23.55 11.01 14.40 0.061
H 24.86 11.18 13.25 0.105
H 24.40 12.55 14.30 0.021
H 27.36 11.16 14.53 0.102
H 27.08 11.94 16.12 0.059
H 26.47 12.62 14.65 0.064
H 28.04 9.25 17.98 0.091
H 26.83 8.80 19.14 0.072
H 26.91 7.94 17.57 0.060
H 26.99 11.39 18.36 0.077
H 25.32 11.79 17.87 0.092
H 25.60 10.98 19.34 0.047
H 22.19 7.89 16.44 0.061
H 23.68 7.28 15.57 0.082
H 23.60 7.48 17.41 0.093
H 22.79 11.22 16.32 0.058
H 23.19 10.46 17.94 0.092
H 21.80 9.96 16.90 0.055
O 13.29 20.45 16.35 -0.282
P 12.42 19.26 16.35 0.511
N 13.07 18.05 17.29 -0.310
C 13.68 18.51 18.49 -0.120
C 12.76 16.64 17.24 -0.095
N 12.08 18.41 14.95 -0.302
C 11.12 18.87 14.04 -0.126
C 13.22 17.75 14.38 -0.140
N 10.90 19.70 16.88 -0.311
C 9.98 18.73 17.45 -0.122
C 10.70 20.99 17.49 -0.128
H 13.51 19.55 18.57 0.062
H 14.73 18.28 18.60 0.071
H 13.20 18.05 19.38 0.091
H 11.91 16.49 17.96 0.092
H 13.58 16.13 17.68 0.067
H 12.53 16.21 16.28 0.063
H 10.43 19.56 14.53 0.083
H 11.59 19.40 13.21 0.087
H 10.54 18.06 13.65 0.075
H 13.04 16.67 14.15 0.080
H 13.60 18.11 13.42 0.071
H 14.03 17.66 15.14 0.082
H 8.96 19.06 17.47 0.073
H 10.00 17.79 16.90 0.071
H 10.23 18.50 18.55 0.104
H 10.68 20.90 18.56 0.071
H 9.76 21.51 17.17 0.096
H 11.45 21.69 17.13 0.072
C 17.26 9.16 20.23 -0.012
C 16.55 10.38 20.75 -0.551
O 15.79 11.04 20.12 0.071
C 16.84 10.76 22.14 -0.028
H 17.21 8.32 20.93 0.093
H 18.30 9.39 20.19 0.062
H 16.88 8.94 19.26 0.073
H 17.92 11.02 22.22 0.099
H 16.62 9.89 22.75 0.091
H 16.30 11.64 22.47 0.084
C 13.83 12.63 14.57 -0.013
C 15.07 12.55 15.49 -0.457
O 15.58 13.52 15.94 0.058
C 15.75 11.13 15.66 0.001
H 13.50 13.65 14.45 0.058
H 13.02 11.93 14.91 0.094
H 14.15 12.24 13.60 0.077
H 15.31 10.72 16.58 0.089
H 16.83 11.26 15.65 0.046
H 15.44 10.44 14.85 0.074